{
  "formula": "C7H12O",
  "method": "ωB97M-V with the def2-TZVPD basis set",
  "elements": ["C", "C", "C", "C", "C", "C", "C", "O", "H", "H", "H", "H", "H", "H", "H", "H", "H", "H", "H", "H"],
  "coordinates": [[1.047, 3.804, 0.588], [0.663, 2.763, -0.133], [0.629, 1.381, 0.457], [0.919, 0.242, -0.559], [-0.371, -0.496, -1.009], [-1.050, -1.362, 0.073], [-0.955, -2.838, -0.151], [-0.964, -3.616, 0.763], [1.235, 4.781, 0.156], [1.313, 3.735, 1.636], [0.251, 2.806, -1.138], [1.548, 1.333, 1.051], [-0.185, 1.141, 1.142], [1.403, 0.681, -1.436], [1.641, -0.472, -0.163], [0.055, -1.243, -1.708], [-0.953, 0.141, -1.658], [-0.551, -1.141, 1.017], [-2.091, -1.047, 0.139], [-0.814, -3.173, -1.201]],
  "gap_ev": 10.74,
  "total_energy_ev": -9499.40405,
  "e_lumo_ha": 0.0364,
  "relative_energy_ev": 1.415,
  "smiles": "C=CCCCCC=O"
}

---

{
  "formula": "C36H58O16",
  "method": "ωB97M-V with the def2-TZVPD basis set",
  "elements": ["C", "C", "C", "O", "C", "H", "H", "H", "H", "H", "H", "H", "H", "C", "C", "C", "O", "C", "H", "H", "H", "H", "H", "H", "H", "H", "O", "C", "O", "C", "C", "C", "H", "H", "H", "H", "H", "H", "O", "C", "O", "C", "C", "C", "H", "H", "H", "H", "H", "H", "O", "C", "O", "C", "C", "C", "H", "H", "H", "H", "H", "H", "O", "C", "O", "C", "C", "C", "H", "H", "H", "H", "H", "H", "O", "C", "O", "C", "C", "C", "H", "H", "H", "H", "H", "H", "O", "C", "O", "C", "C", "C", "H", "H", "H", "H", "H", "H", "O", "C", "O", "C", "C", "C", "H", "H", "H", "H", "H", "H"],
  "coordinates": [[-4.646, -0.791, 4.965], [-6.183, -0.665, 4.986], [-6.484, -1.413, 6.257], [-5.304, -1.430, 7.074], [-4.234, -1.629, 6.162], [-4.271, 0.233, 4.974], [-4.292, -1.311, 4.076], [-6.608, -1.085, 4.075], [-6.626, 0.330, 5.031], [-6.838, -2.434, 6.121], [-7.321, -0.938, 6.769], [-4.002, -2.687, 6.044], [-3.307, -1.334, 6.654], [2.323, 1.194, 5.708], [3.315, 0.414, 4.777], [4.226, 1.467, 4.162], [3.708, 2.709, 4.435], [2.946, 2.617, 5.697], [2.365, 0.841, 6.738], [1.376, 1.236, 5.170], [2.802, -0.142, 3.992], [3.814, -0.376, 5.339], [4.319, 1.384, 3.080], [5.262, 1.491, 4.499], [2.206, 3.417, 5.665], [3.619, 2.811, 6.532], [1.567, 7.758, 7.605], [1.222, 7.744, 6.434], [1.740, 8.575, 5.496], [1.177, 8.300, 4.165], [0.347, 7.040, 4.335], [0.239, 6.758, 5.814], [2.062, 8.177, 3.540], [0.558, 9.061, 3.691], [0.669, 6.136, 3.817], [-0.588, 7.246, 3.814], [0.251, 5.671, 5.889], [-0.760, 7.098, 6.084], [-0.368, 0.052, 8.834], [-0.472, -0.881, 9.678], [-0.440, -0.492, 11.024], [-0.608, -1.564, 11.866], [-0.064, -2.715, 11.014], [-0.603, -2.377, 9.647], [-1.691, -1.672, 11.937], [-0.271, -1.557, 12.902], [-0.361, -3.697, 11.382], [1.023, -2.796, 11.028], [-1.614, -2.689, 9.386], [0.011, -2.576, 8.768], [-3.455, 3.951, 10.565], [-2.780, 4.098, 11.634], [-2.632, 5.286, 12.251], [-1.838, 5.263, 13.467], [-1.291, 3.768, 13.447], [-2.327, 3.005, 12.629], [-2.464, 5.302, 14.359], [-0.985, 5.943, 13.462], [-1.158, 3.335, 14.439], [-0.281, 3.800, 13.038], [-3.187, 2.872, 13.285], [-1.901, 2.215, 12.011], [-0.391, 3.334, 5.372], [-1.130, 2.815, 6.184], [-1.098, 2.933, 7.512], [-2.245, 2.269, 8.150], [-2.655, 1.270, 7.060], [-2.169, 1.812, 5.737], [-3.034, 2.937, 8.496], [-1.999, 1.688, 9.039], [-3.731, 1.108, 6.995], [-2.145, 0.324, 7.244], [-2.784, 2.389, 5.046], [-1.798, 0.916, 5.240], [-3.355, 2.524, 2.744], [-2.220, 2.150, 2.255], [-1.128, 2.013, 3.013], [0.109, 1.830, 2.381], [-0.236, 1.998, 0.866], [-1.806, 1.897, 0.826], [0.556, 0.853, 2.563], [0.767, 2.679, 2.567], [0.131, 1.189, 0.234], [0.083, 2.967, 0.482], [-2.069, 0.903, 0.465], [-2.392, 2.557, 0.186], [1.205, -3.632, 6.227], [0.830, -3.036, 5.253], [1.055, -3.350, 3.988], [0.434, -2.427, 3.092], [-0.663, -1.718, 3.885], [-0.080, -1.724, 5.268], [0.159, -2.872, 2.136], [1.217, -1.714, 2.833], [-1.603, -2.267, 3.937], [-0.892, -0.776, 3.387], [-0.839, -1.848, 6.041], [0.542, -0.832, 5.333], [-5.557, 8.202, 5.514], [-5.073, 7.162, 6.048], [-4.269, 6.288, 5.452], [-3.739, 5.276, 6.372], [-4.248, 5.700, 7.715], [-5.311, 6.755, 7.522], [-2.667, 5.136, 6.510], [-4.218, 4.377, 5.984], [-3.467, 6.148, 8.329], [-4.512, 4.832, 8.319], [-5.293, 7.632, 8.170], [-6.313, 6.327, 7.537]],
  "gap_ev": [8.22, 2.21],
  "total_energy_ev": -71019.87345,
  "e_lumo_ha": [-0.1039, -0.3248],
  "multiplicity": 2,
  "s2": 0.7543,
  "charge": 1
}